Below is a molecular structure, C43H24N9Sr, with properties calculated with the ωB97M-V functional and the def2-TZVPD basis.

Each line ends with the Löwdin charge.
Geometry (Å):
H  0.881278  -1.766754  -3.933150  0.109
H  -4.489950  -6.087177  -2.006626  0.092
C  -5.155729  2.610709  -2.450641  -0.028
H  3.999063  -2.708262  -0.308897  0.129
C  1.511745  2.540991  2.295713  -0.122
N  2.230955  -0.994134  -2.582999  0.022
C  0.260951  -2.435176  0.766314  -0.308
N  0.528939  1.958370  0.366902  -0.017
H  -0.241520  -4.371092  2.915732  0.101
C  4.263908  1.773709  0.448867  -0.001
C  -0.155868  3.040835  0.808462  -0.306
C  -1.561448  -2.592504  -0.713837  -0.308
C  -3.012222  1.269618  -1.772445  -0.311
C  1.982811  -2.371171  4.571629  -0.121
H  5.278415  -0.380553  -2.543119  0.114
C  0.209808  4.522225  2.918822  -0.042
H  0.872069  -4.144828  5.111532  0.084
H  2.622650  3.834576  5.213400  0.086
C  -3.433092  -2.399558  -2.040942  -0.109
C  3.835607  -0.099673  -0.996649  -0.109
C  3.316325  -2.550705  -1.132609  -0.007
C  -4.179390  -5.049286  -2.008175  -0.098
C  2.293089  2.676048  3.456447  -0.053
C  -2.033753  2.920197  -0.629898  -0.304
C  -4.577276  -2.770309  -2.725624  -0.026
C  5.794944  1.304828  -1.337758  -0.103
H  2.441029  -2.288800  5.550305  0.085
Sr  0.176819  0.320059  -1.358513  1.529
C  -3.924844  4.691375  -0.990421  -0.025
N  -3.374738  0.051221  -2.221566  0.154
H  2.956815  -0.624612  3.806162  0.095
C  2.032261  3.718695  4.312226  -0.118
C  -3.041375  -4.669399  -1.307771  -0.025
H  0.812214  5.448256  4.740945  0.085
C  3.076858  -1.252987  -1.575037  -0.277
H  -0.591769  5.223671  2.720749  0.102
H  -3.450211  5.476416  -0.415736  0.108
N  -1.286472  3.538883  0.225086  0.188
C  5.006059  0.228822  -1.688735  -0.047
H  2.752002  -4.606075  -1.333344  0.112
H  6.690552  1.533456  -1.900469  0.093
N  -1.667858  -1.255155  -1.115576  -0.008
C  1.575067  -2.020316  -3.136654  -0.167
C  0.747079  -2.634568  2.089163  -0.116
C  0.460533  3.473249  2.021028  -0.113
N  2.297595  0.468333  0.904672  0.031
C  -2.673690  -3.335552  -1.340215  -0.109
C  1.663606  -1.564180  2.342250  -0.110
H  3.962160  2.383257  1.290188  0.106
C  2.275578  -1.443344  3.604420  -0.040
C  1.502832  1.625700  1.210940  -0.261
C  1.079661  -3.434319  4.319952  -0.123
C  -5.162465  4.874757  -1.591130  -0.098
C  -5.772655  3.846115  -2.315574  -0.102
N  -0.748606  -3.127490  0.132108  0.188
C  -3.912939  2.434810  -1.863948  -0.111
C  0.993295  4.640144  4.041960  -0.119
C  1.719082  -0.819279  1.142452  -0.261
H  -5.165794  -2.027580  -3.249194  0.106
C  -3.303048  3.461924  -1.141038  -0.109
H  3.079720  1.961119  3.672254  0.097
C  3.457113  0.673605  0.117916  -0.133
C  -4.938790  -4.111456  -2.711874  -0.100
H  -2.453501  -5.384880  -0.746898  0.107
C  5.403812  2.089709  -0.258447  -0.086
H  5.995015  2.945947  0.041611  0.100
H  -5.669765  5.827081  -1.494227  0.092
H  -6.741724  4.016910  -2.768274  0.091
C  0.460870  -3.567179  3.101418  -0.047
H  -5.824134  -4.435581  -3.245111  0.091
H  -5.624716  1.799135  -2.992627  0.105
C  1.721562  -3.330456  -2.728040  -0.057
C  -2.791792  -1.081556  -1.820476  -0.315
N  0.895573  -1.371584  0.237596  -0.014
H  1.137014  -4.115359  -3.187120  0.106
C  2.617287  -3.596762  -1.699562  -0.045
N  -1.910488  1.614898  -1.118274  -0.001

Force components x, y, z for each atom (eV/Å):
H 0.0170 -0.0241 -0.0221
H 0.0048 -0.0033 0.0045
C -0.0102 -0.0645 -0.0325
H -0.0026 -0.0088 -0.0002
C 0.0309 -0.1057 -0.0759
N 0.1140 0.0931 0.1701
C 0.2286 0.1120 0.0532
N -0.1588 -0.2060 -0.2762
H -0.0003 0.0014 -0.0012
C -0.0289 0.0348 0.0307
C 0.1407 -0.1270 0.1278
C 0.1523 -0.2105 0.1175
C 0.1453 -0.1584 0.1983
C 0.0621 0.0985 -0.0272
H -0.0086 -0.0043 0.0011
C 0.0089 0.0804 0.1009
H -0.0073 -0.0058 -0.0071
H -0.0043 0.0058 0.0020
C -0.0473 -0.1006 -0.0179
C 0.0345 0.0444 0.0192
C -0.0394 -0.0296 0.0176
C -0.0031 0.0415 -0.0099
C -0.0020 0.0599 0.0920
C 0.0797 0.2504 0.2392
C -0.0131 0.0439 -0.0223
C 0.0095 0.0394 0.0277
H -0.0025 -0.0038 0.0000
Sr 0.3011 0.0918 -0.5959
C -0.0181 0.0439 0.0100
N -0.1650 -0.0444 -0.0730
H -0.0033 0.0004 0.0013
C 0.0773 -0.1165 -0.0365
C 0.0061 -0.0570 0.0128
H -0.0009 0.0016 -0.0022
C 0.0287 -0.0760 -0.0078
H 0.0021 -0.0017 0.0016
H 0.0002 -0.0032 -0.0012
N -0.1371 0.0976 -0.0233
C -0.0183 -0.0188 -0.0042
H -0.0066 -0.0016 -0.0014
H 0.0015 0.0054 0.0061
N -0.0701 0.1209 0.0170
C -0.0156 -0.1132 0.0589
C -0.0186 -0.0404 -0.1710
C -0.0794 -0.0816 -0.1189
N 0.4068 0.0059 -0.1426
C -0.0800 0.1207 -0.0655
C 0.1262 -0.0327 -0.1209
H 0.0132 0.0009 -0.0044
C -0.0029 -0.0447 0.0911
C -0.1411 0.1374 0.1574
C -0.0633 -0.0418 -0.0679
C 0.0267 -0.0408 -0.0021
C 0.0072 0.0226 0.0099
N -0.2118 -0.1151 -0.0471
C -0.0880 0.1080 -0.0075
C -0.0805 0.0349 -0.0601
C -0.1053 -0.0477 0.1308
H 0.0041 0.0002 0.0040
C -0.0199 -0.0560 -0.0358
H 0.0012 0.0085 0.0140
C -0.1041 -0.0202 0.0998
C 0.0143 -0.0056 0.0130
H 0.0020 0.0042 -0.0009
C -0.0016 -0.0407 -0.0391
H 0.0015 0.0013 -0.0014
H 0.0004 0.0030 -0.0003
H 0.0004 0.0008 -0.0011
C 0.0296 -0.0521 0.1131
H 0.0009 -0.0044 0.0012
H 0.0074 -0.0008 0.0051
C -0.0106 0.0167 0.0343
C 0.1423 0.1110 0.1892
N -0.6108 0.5162 -0.0691
H -0.0048 0.0047 -0.0028
C 0.0230 0.0077 0.0105
N 0.1331 -0.2626 0.0136

Values from the calculation:
LUMO energy = 1.9 eV
ΔE to the lowest compared entry with this formula, charge and spin = 22.92 kJ/mol
F_max = 0.80 eV/A
HOMO-LUMO gap = 5.4 eV
Charge = -1
HOMO level = -3.539 eV